The following is a DFT calculation (ωB97M-V/def2-TZVPD) of a structure of composition C15H18Cl5NO2S3Sn in a non-equilibrium geometry.

Results
Electronic energy ... -122360.828 eV
Charge ... +2
HOMO ... -14.158 eV
Orbital gap ... 7.44 eV

```
45
Properties=species:S:1:pos:R:3:forces:R:3
Sn 1.022 0.246 0.624 0.45 0.50 0.15
C -1.695 3.429 1.371 0.10 0.02 0.07
C -1.616 3.947 -0.064 0.17 -0.29 -0.01
S -0.103 3.434 -0.920 0.00 0.46 0.13
C -0.657 1.963 -1.806 0.11 0.18 -0.35
C -0.737 0.934 -0.785 -0.43 -0.32 0.84
S -3.549 -1.413 0.913 -0.07 0.28 0.12
C -4.178 0.109 1.678 0.26 -0.01 -0.24
C -3.601 1.406 1.102 -0.07 -0.31 0.22
S -1.846 1.626 1.533 -0.08 0.52 -0.28
H -0.776 3.681 1.900 -0.04 0.02 0.04
H -2.526 3.891 1.905 0.00 -0.06 0.03
H -2.475 3.649 -0.667 -0.02 0.05 0.01
H -1.581 5.037 -0.062 -0.02 -0.01 0.09
H -1.540 2.170 -2.411 -0.06 -0.03 0.01
H 0.188 1.744 -2.468 -0.02 0.04 -0.03
H -1.707 0.464 -0.625 0.11 -0.21 -0.41
H 0.591 -1.548 -3.475 -0.24 0.03 0.39
H -5.253 0.093 1.492 -0.01 -0.06 -0.01
H -4.037 0.021 2.755 0.00 0.00 0.01
H -3.732 1.406 0.020 0.01 0.11 -0.04
H -4.138 2.254 1.529 -0.01 0.01 -0.04
N 1.977 -1.808 1.882 0.06 -0.15 0.05
C 1.099 -2.896 2.341 -0.11 -0.07 0.04
C -0.220 -2.353 2.882 -0.02 0.01 0.03
C -1.087 -1.791 1.797 -0.14 -0.17 0.25
O -0.657 -1.354 0.737 -0.03 0.16 -0.08
O -2.374 -1.837 2.085 0.08 -0.09 -0.01
H 2.751 -2.190 1.350 0.07 -0.04 -0.03
H 2.397 -1.344 2.683 0.02 -0.01 0.03
H 1.562 -3.505 3.119 0.06 0.04 0.00
H 0.904 -3.556 1.497 0.00 0.00 -0.03
H -0.046 -1.558 3.616 -0.02 0.00 0.00
H -0.786 -3.127 3.400 0.03 0.00 0.02
Cl 0.046 -1.212 -2.090 0.67 -0.57 -0.78
C 1.761 -0.775 -1.322 -1.07 -0.12 -0.44
C 2.756 -0.933 -2.192 0.21 0.19 0.31
C 4.150 -0.616 -1.776 -0.15 -0.08 -0.10
Cl 4.545 -0.058 -0.222 0.05 0.02 0.12
C 4.983 -0.841 -2.801 0.12 0.06 0.04
Cl 6.657 -0.648 -2.845 -0.04 0.00 0.00
C 4.185 -1.298 -3.959 -0.02 -0.02 0.03
Cl 4.832 -1.667 -5.463 0.00 0.00 -0.01
C 2.896 -1.350 -3.589 0.02 -0.12 -0.21
Cl 1.614 -1.824 -4.667 0.09 0.03 0.06
```
Forces are in eV/Å.